No. 1
DFT (wB97M-V/def2-TZVPD) results for C22H16GaN3SSbSe4 as an isolated structure.

As for the energy: -358684.1702 eV. The energy above the lowest of the compared OMol25 structures with the same formula, charge and spin is 49.7 kJ/mol. Its charge is -1. For the molar mass, the calculation gives 861.8 g/mol. The value obtained for the HOMO-LUMO gap is 0.1721 Ha.

Last column: Löwdin charge in e.
Positions of all 48 atoms, in Å:
C1 -3.837 -1.566 0.735  -0.1395
H1 -5.928 -1.605 1.248  0.1085
H2 -3.905 2.072 2.095  0.1233
C2 -0.864 -1.461 3.495  -0.0067
H3 -1.366 -0.510 3.416  0.1036
C3 1.695 -0.515 -0.926  -0.2330
H4 -1.115 -4.401 5.168  0.0979
N1 0.802 -0.994 1.717  0.0641
H5 1.679 0.324 -2.899  0.0431
C4 4.458 -0.863 -1.367  -0.0830
C5 2.292 -0.118 -2.119  -0.1514
H6 -0.478 -2.689 -0.721  0.1306
Se1 0.647 3.524 2.118  -0.2248
C6 -5.046 0.279 1.713  -0.0682
H7 -2.233 -2.220 4.930  0.1015
H8 -0.937 1.141 2.194  0.0423
H9 -5.961 0.712 2.087  0.1034
Sb1 0.283 3.275 -1.587  0.2571
H10 4.494 -1.787 0.576  0.0921
H11 1.030 -4.825 3.990  0.1037
C7 3.895 -1.317 -0.193  -0.0633
C8 -3.882 1.053 1.736  0.0073
H12 -4.616 -3.483 0.100  0.1168
H13 4.082 0.129 -3.236  0.1014
Se2 2.016 3.288 -3.269  -0.3328
C9 0.490 -3.900 3.859  -0.1019
H14 5.526 -0.940 -1.523  0.0976
C10 -2.688 0.518 1.310  -0.2507
C11 -5.026 -1.011 1.247  -0.0343
S1 2.409 -3.003 2.031  1.1186
Ga1 -0.011 0.270 -0.120  -0.2352
C12 0.973 -2.930 3.001  -0.4643
C13 -0.695 -3.646 4.519  -0.0993
C14 1.885 -1.526 1.236  -0.5106
N2 -1.489 -1.212 0.242  0.0424
Se3 -1.213 1.082 -2.032  0.0607
Se4 1.544 2.141 0.558  -0.0406
C15 0.274 -1.733 2.741  -0.2813
C16 -3.743 -2.846 0.151  0.0090
N3 -1.466 1.225 1.316  -0.0015
C17 -2.655 -0.783 0.763  -0.1756
C18 -1.436 -2.403 -0.306  -0.0802
H15 -2.434 -4.216 -0.846  0.1064
C19 -1.339 -2.423 4.362  -0.0817
C20 2.538 -1.094 0.041  -0.3158
C21 -2.539 -3.253 -0.371  -0.0262
H16 -1.607 2.237 1.205  0.0430
C22 3.653 -0.261 -2.327  -0.0726



No. 2
DFT (wB97M-V/def2-TZVPD) results for one molecule with the formula C6H8N2O.

The structure (SMILES) is CC(=O)c1nccn1C. As for the energy: -11376.5513 eV. The energy above the lowest of the compared OMol25 structures with the same formula, charge and spin is 269.7 kJ/mol. For the molar mass, the calculation gives 124.1 g/mol. The value obtained for the HOMO-LUMO gap is 0.3466 Ha.

Last column: Löwdin charge in e.
Positions of all 17 atoms, in Å:
C1 -0.662 1.389 -0.238  -0.3558
C2 -1.290 -1.550 0.814  -0.0189
N1 1.562 0.241 -0.607  0.1392
H1 -1.874 -1.471 -0.020  0.0429
C3 0.306 0.175 -0.177  -0.2250
H2 -1.561 -0.810 1.785  0.1556
H3 -1.233 -2.674 1.107  0.1191
C4 2.021 -0.984 -0.474  -0.1805
H4 2.992 -1.078 -0.543  0.0556
H5 -2.224 2.295 0.522  0.0375
H6 -2.455 0.536 0.073  0.1407
C5 -1.856 1.403 0.583  0.0012
O1 -0.241 2.340 -0.870  0.0955
H7 -1.752 1.183 1.517  0.0207
C6 1.141 -1.776 0.145  -0.0890
H8 1.107 -2.930 0.529  0.1681
N2 0.003 -1.057 0.333  -0.1068



energy of number 2 (C6H8N2O)?
-11376.5513 eV



Repeat the second record exactly.
DFT (wB97M-V/def2-TZVPD) results for one molecule with the formula C6H8N2O.

The structure (SMILES) is CC(=O)c1nccn1C. As for the energy: -11376.5513 eV. The energy above the lowest of the compared OMol25 structures with the same formula, charge and spin is 269.7 kJ/mol. For the molar mass, the calculation gives 124.1 g/mol. The value obtained for the HOMO-LUMO gap is 0.3466 Ha.

Last column: Löwdin charge in e.
Positions of all 17 atoms, in Å:
C1 -0.662 1.389 -0.238  -0.3558
C2 -1.290 -1.550 0.814  -0.0189
N1 1.562 0.241 -0.607  0.1392
H1 -1.874 -1.471 -0.020  0.0429
C3 0.306 0.175 -0.177  -0.2250
H2 -1.561 -0.810 1.785  0.1556
H3 -1.233 -2.674 1.107  0.1191
C4 2.021 -0.984 -0.474  -0.1805
H4 2.992 -1.078 -0.543  0.0556
H5 -2.224 2.295 0.522  0.0375
H6 -2.455 0.536 0.073  0.1407
C5 -1.856 1.403 0.583  0.0012
O1 -0.241 2.340 -0.870  0.0955
H7 -1.752 1.183 1.517  0.0207
C6 1.141 -1.776 0.145  -0.0890
H8 1.107 -2.930 0.529  0.1681
N2 0.003 -1.057 0.333  -0.1068



Which value of molar mass does entry 1 give?
861.8 g/mol